{"formula": "C22H22ClNO4S2", "method": "ωB97M-V/def2-TZVPD", "multiplicity": 1, "mol_weight_g_mol": 464.0, "e_tot_ev": -67037.318, "homo_lumo_gap_ev": 8.220, "symbols": ["C", "N", "C", "C", "Cl", "H", "H", "H", "H", "H", "H", "H", "C", "C", "C", "C", "C", "S", "C", "C", "C", "C", "C", "C", "O", "O", "S", "C", "C", "C", "C", "C", "C", "O", "O", "C", "C", "H", "H", "H", "H", "H", "H", "H", "H", "H", "H", "H", "H", "H", "H", "H"], "coordinates": [[0.722299, -0.767989, -3.378630], [1.208266, 0.327564, -2.586005], [2.536834, 0.699346, -3.086460], [0.364721, 1.059009, -1.736104], [0.482927, 2.798309, -2.303818], [1.312806, -0.856899, -4.301921], [0.879953, -1.731087, -2.888828], [-0.336409, -0.665808, -3.581145], [2.923111, -0.110091, -3.743657], [2.527469, 1.620901, -3.686250], [3.306986, 0.836407, -2.304038], [-0.740001, 0.849141, -1.969849], [2.948947, 2.945520, 1.805377], [1.671837, 3.390128, 1.485683], [0.750450, 2.580831, 0.835011], [1.056334, 1.224577, 0.499890], [0.097243, 0.391679, -0.359702], [0.110087, -1.400552, -0.295812], [-1.294987, -1.664201, -1.361727], [-1.441669, -2.973901, -1.824164], [-2.507662, -3.316611, -2.657872], [-3.433194, -2.348292, -3.057902], [-3.282385, -1.045429, -2.586422], [-2.279157, -0.725842, -1.690893], [1.335483, -2.001206, -0.776699], [-0.372304, -1.897993, 0.984191], [-1.504504, 0.592804, 0.900898], [-1.049556, 0.120976, 2.634161], [-1.282717, -1.179330, 3.123369], [-0.720956, -1.555415, 4.341568], [-0.103505, -0.629954, 5.164998], [-0.113057, 0.708636, 4.787557], [-0.528850, 1.088735, 3.494792], [-1.926149, 1.986916, 0.878965], [-2.541226, -0.384045, 0.657025], [2.333706, 0.784695, 0.801749], [3.226929, 1.617382, 1.479391], [3.737626, 3.617805, 2.133359], [1.419426, 4.401913, 1.809856], [-0.234586, 3.063046, 0.687275], [-0.685707, -3.718636, -1.559212], [-2.605054, -4.360006, -2.991424], [-4.265793, -2.575660, -3.714132], [-3.947847, -0.234993, -2.917285], [-2.276640, 0.334720, -1.392344], [-1.892037, -1.922659, 2.580181], [-0.725487, -2.613461, 4.596301], [0.422019, -0.935290, 6.054249], [0.298085, 1.463153, 5.437523], [-0.415053, 2.128405, 3.177360], [2.659433, -0.244568, 0.627272], [4.173513, 1.227320, 1.774290]], "forces_ev_per_a": [[-0.33, -0.84, -0.39], [1.60, -0.88, -0.64], [0.88, 0.48, 0.69], [-4.54, -1.44, -3.31], [-0.05, -0.30, 1.68], [-0.66, 0.35, 0.06], [-0.12, 0.02, -0.02], [-0.23, 0.04, -0.34], [-0.36, 0.59, 0.69], [-0.16, -0.10, 0.10], [-0.48, -0.02, -0.11], [1.74, 0.70, -1.75], [-0.22, -0.97, -1.00], [0.38, 0.30, 0.32], [-0.44, 0.20, 0.20], [0.65, 0.54, 0.69], [1.89, 2.70, 4.45], [-0.24, -1.66, 0.02], [-0.41, -0.77, -0.71], [0.20, 0.12, -0.12], [-0.19, -0.30, -0.04], [0.41, 0.08, 0.32], [-0.41, 0.00, -0.17], [0.52, 0.83, -0.86], [-0.68, 0.61, 0.13], [1.46, 0.59, -1.17], [-2.34, 0.34, 1.49], [0.52, 0.50, 0.27], [-0.41, -0.16, -0.17], [-0.25, -0.22, -0.39], [0.03, 0.61, -0.48], [0.05, 0.04, -0.75], [0.15, -0.22, 0.23], [0.46, -0.96, -0.27], [-0.05, 0.46, 0.24], [0.36, -0.31, 0.90], [0.03, 0.57, 0.01], [-0.30, -0.21, 0.42], [-0.27, -0.22, -0.45], [0.92, -0.80, -0.26], [-0.29, 0.20, -0.09], [0.04, 0.59, 0.13], [0.18, -0.15, -0.01], [0.19, -0.56, 0.24], [0.09, -0.94, -0.24], [0.70, 0.75, 0.17], [-0.22, 0.24, 0.12], [-0.15, -0.05, 0.27], [0.08, 0.11, 0.10], [-0.05, -0.44, 0.05], [-0.30, 0.32, -0.18], [0.64, -0.35, -0.05]], "mulliken_charge": [-1.196, 0.447, -1.042, -0.521, -0.167, 0.483, 0.369, 0.301, 0.402, 0.357, 0.275, 0.082, -0.696, -0.709, -0.689, -0.404, 0.869, 1.582, 1.152, -0.769, -0.753, -0.511, -0.984, 0.347, -0.665, -0.628, 1.639, 0.318, -0.246, -0.503, -0.555, -0.573, -0.407, -0.752, -0.709, -0.223, -0.747, 0.411, 0.435, 0.481, 0.495, 0.398, 0.425, 0.410, -0.113, 0.324, 0.372, 0.403, 0.397, 0.433, 0.483, 0.468]}